# 1
Molecular formula: C31H91BClN2O27
Method: DFT, wB97M-V/def2-TZVPD

Structure (XYZ):
```
153
Properties=species:S:1:pos:R:3:forces:R:3
C 3.035999 -0.664262 3.785334 -1.14 -0.06 0.53
C 3.159248 -1.844854 2.651051 0.77 -0.57 0.80
C 4.359097 -1.581529 1.532485 -0.27 -1.25 0.04
C 3.745940 -1.255438 0.008817 2.54 -0.54 0.01
C 4.875258 -0.480969 -0.959985 0.31 -1.00 -0.14
N 2.402680 -0.533465 0.056032 -4.35 2.76 0.21
C 2.321554 0.937714 0.520151 -2.61 0.56 -0.12
C 3.607716 1.839175 1.026466 0.59 -0.57 0.45
C 4.208251 2.852150 -0.142926 0.27 -1.50 -0.90
C 3.405749 2.792868 -1.567456 0.32 1.56 -0.91
Cl 4.384422 4.585306 0.562523 -0.26 -1.70 -0.74
C 0.890562 1.801817 0.583511 -0.77 -2.99 -1.08
C 0.772194 3.375252 1.045002 -0.78 -0.14 0.51
C 0.241750 4.406747 -0.112626 0.18 1.49 -0.57
C -1.037931 5.362767 0.386562 0.54 -0.07 0.07
O 1.350561 5.393341 -0.339891 -0.83 -1.09 -1.42
C -0.567012 1.083657 0.181763 3.84 -1.74 0.15
C -2.013432 1.901310 0.290379 0.18 -0.30 0.49
C -2.556192 2.482255 -1.142250 -0.68 0.89 -0.23
C -3.935433 1.743770 -1.695009 0.59 1.40 -1.06
N -5.024252 1.613031 -0.652976 1.12 -1.48 -0.32
C -5.441023 0.179276 -0.410394 -0.91 -1.38 1.13
C -7.071523 -0.052240 -0.326006 -3.24 -0.52 0.20
C -7.814041 -0.074228 1.147075 -2.27 -0.68 -3.84
C -9.445697 -0.356892 1.223112 1.75 -0.01 -3.25
C -10.340557 -0.612865 -0.163123 4.16 0.59 -0.05
C -9.603140 -0.584158 -1.654035 1.87 0.59 3.90
C -7.960204 -0.303120 -1.718648 -1.77 0.20 2.45
O -7.353936 -0.301592 -3.063499 -0.36 1.23 3.07
C -0.415129 -0.491717 -0.274576 2.10 2.14 1.23
C -1.820040 -1.302837 -0.642940 -0.44 0.39 -0.17
C -2.024903 -1.503387 -2.290754 -0.19 -2.08 1.49
O -1.037330 -0.668245 -2.990121 -2.47 -0.11 -3.08
C -1.501570 -0.292600 -4.334314 -4.93 2.74 -1.26
O -2.687481 0.260986 -4.627942 7.54 -3.87 2.53
C 1.074105 -1.217447 -0.309550 -1.61 2.79 0.63
B 0.950130 -2.827978 -0.754771 0.16 -2.16 -0.97
O 0.908770 -3.896263 0.294744 1.70 2.58 -1.86
O 0.831710 -3.252005 -2.194744 1.11 1.04 4.34
C 2.116254 -3.945076 -2.532386 0.62 0.13 -1.29
C 2.936704 -2.901864 -3.542619 -1.31 -0.38 0.18
H 3.124068 0.428396 3.379573 -0.03 -2.12 0.53
H 1.939271 -0.760806 4.245274 2.61 0.25 -0.82
H 3.815398 -0.782002 4.673245 -1.54 0.10 -2.12
H 3.448970 -2.835487 3.252047 -0.63 2.15 -1.38
H 2.112625 -2.113753 2.142877 2.23 0.92 1.00
H 5.169906 -0.814514 1.877878 -1.84 -1.16 -0.58
H 4.935363 -2.627010 1.467869 -1.19 2.37 -0.24
H 3.733093 -2.310283 -0.494873 -1.15 2.03 0.81
H 4.394112 -0.108716 -1.974969 1.04 -0.54 2.38
H 5.678957 -1.300910 -1.289597 -1.85 1.67 0.85
H 5.482429 0.336881 -0.387280 -1.46 -1.40 -1.23
H 3.288526 2.422567 2.018706 0.41 -1.24 -2.43
H 4.539130 1.192558 1.371820 -2.34 1.05 -0.71
H 5.327817 2.512748 -0.382667 -2.57 0.88 0.67
H 4.103747 3.341559 -2.365836 -1.84 -1.39 2.01
H 2.383815 3.360744 -1.596716 1.94 -1.16 0.49
H 3.217658 1.721887 -1.998657 0.54 1.90 1.30
H -0.043904 3.395262 1.916306 1.86 -0.19 -2.04
H 1.736911 3.842069 1.503282 -1.67 -1.14 -1.05
H 0.043528 3.902508 -1.161582 0.14 0.67 2.33
H -1.800920 5.472012 -0.494195 1.28 -0.31 1.86
H -1.500254 4.935618 1.382889 0.62 0.93 -2.17
H -0.632790 6.458935 0.619540 -0.70 -2.59 -0.50
H 1.413766 5.620303 -1.318195 -0.29 -0.56 1.86
H -1.956702 2.821785 1.047655 0.41 -2.21 -1.66
H -2.843606 1.189035 0.769804 1.95 1.29 -1.15
H -1.724687 2.528262 -1.987503 -1.76 -0.36 1.83
H -2.869759 3.617038 -0.949751 0.75 -2.50 -0.35
H -3.665851 0.751719 -2.254580 -0.68 1.75 1.31
H -4.364068 2.480716 -2.528984 1.14 -1.59 1.58
H -4.792982 2.119261 0.237533 -0.35 -0.91 -1.29
H -5.007001 -0.223172 0.626567 -1.02 0.79 -2.02
H -5.043913 -0.587459 -1.223525 -0.76 1.94 1.41
H -7.126777 0.079292 2.106401 -1.77 -0.35 -2.28
H -9.988372 -0.403052 2.279394 1.32 0.16 -2.61
H -11.509196 -0.826146 -0.047661 2.95 0.57 -0.41
H -10.269898 -0.758569 -2.616673 1.85 0.34 2.15
H -6.743736 0.496716 -3.173481 -1.24 -1.46 0.59
H -2.793847 -0.697027 -0.310436 2.59 -0.95 -0.38
H -1.917146 -2.336735 -0.056116 0.54 2.15 -1.47
H -1.808735 -2.664312 -2.469583 -0.18 2.63 -0.06
H -3.138936 -1.336619 -2.615064 2.32 0.15 0.61
H -0.729388 -0.445159 -5.222182 -1.26 0.23 2.27
H 1.727093 -3.843972 0.873515 -1.48 0.08 -0.67
H 2.737244 -4.160090 -1.563694 -1.17 0.02 -1.91
H 1.778711 -4.936082 -3.101950 1.15 2.14 1.30
H 3.504043 -2.069668 -2.934129 -0.89 -1.85 -1.09
H 2.080552 -2.340322 -4.153222 2.19 -1.34 1.15
H 3.633024 -3.528111 -4.252074 -1.32 1.51 1.45
O 5.954820 3.039856 -3.014163 0.78 0.14 0.07
H 6.123588 3.974378 -3.206800 -0.02 -0.24 -0.07
H 6.794004 2.720816 -2.649514 -0.19 0.10 -0.24
O 5.954820 1.414050 3.285837 0.28 -0.02 -0.08
H 6.123588 2.348571 3.093200 -0.04 -0.14 0.16
H 6.794004 1.095010 3.650486 -0.13 0.11 -0.16
O 1.934787 3.473992 -4.245285 -0.42 -0.14 -0.23
H 1.313286 3.734221 -4.941661 0.26 0.02 0.19
H 2.124338 2.543168 -4.436656 0.12 0.13 0.04
O -0.158144 -0.835201 3.677158 -0.26 0.48 -0.30
H -0.895091 -0.206585 3.703096 -0.03 -0.29 0.03
H 0.125647 -0.825016 2.750689 -0.08 -0.09 0.12
O -5.197966 -0.093953 3.579761 -0.22 -0.24 0.13
H -5.646437 0.075695 4.421791 0.17 -0.01 -0.23
H -5.383186 -1.027954 3.399979 0.05 0.18 0.04
O 7.279778 6.999062 0.993600 -0.48 -0.07 0.10
H 6.613404 6.423820 0.588675 0.22 0.17 0.11
H 6.779229 7.516619 1.642114 0.23 -0.13 -0.22
O 0.369756 0.302108 6.845174 0.21 -0.22 -0.35
H 1.333337 0.199971 6.845252 -0.34 0.07 0.05
H 0.069318 -0.312577 6.158963 0.13 0.11 0.23
O 0.508674 -6.002251 2.617956 -0.22 0.00 -0.25
H 0.365581 -5.213255 2.073959 -0.12 -0.30 0.13
H -0.001844 -6.692290 2.168285 0.22 0.20 -0.04
O -1.762358 4.558436 3.757497 0.13 -0.20 0.39
H -2.588580 4.617685 4.260257 0.21 -0.03 -0.17
H -1.076651 4.771346 4.408236 -0.21 0.19 -0.14
O -11.764945 1.892637 -2.246365 -0.04 -0.44 -0.13
H -10.970848 1.369426 -2.060405 -0.15 0.22 0.05
H -12.391795 1.246942 -2.605702 0.16 0.30 0.10
O -7.340743 -3.177530 1.245921 0.09 -0.01 -0.21
H -8.077690 -2.548914 1.271859 0.16 -0.08 -0.09
H -7.056952 -3.167345 0.319452 -0.19 0.03 0.31
O 0.973660 2.376943 3.876045 -0.24 -0.06 0.05
H 0.727065 1.464279 3.663542 0.18 0.07 0.28
H 0.123890 2.828403 3.990327 0.12 -0.13 -0.01
O 0.272221 -6.967667 -1.249747 0.21 0.28 -0.01
H 0.440989 -6.033145 -1.442384 0.03 -0.19 0.28
H 1.111405 -7.286707 -0.885098 -0.21 0.07 -0.15
O 1.887157 4.381086 6.480487 0.21 -0.23 -0.31
H 2.850739 4.278948 6.480565 -0.35 0.11 0.01
H 1.586720 3.766400 5.794277 0.16 0.00 0.21
O 0.946867 -3.742151 -5.756213 -0.44 -0.01 0.05
H 0.401514 -3.643002 -4.961429 0.16 -0.15 -0.23
H 0.476234 -4.406594 -6.281575 0.19 0.10 0.20
O -1.062072 -7.983641 4.854925 -0.21 0.35 -0.29
H -1.911833 -7.535516 4.981459 0.30 -0.20 0.01
H -0.601480 -7.432590 4.204400 -0.03 -0.05 0.34
O 0.219436 -6.652320 -4.423097 -0.20 -0.06 0.13
H -0.229036 -6.482672 -3.581067 0.14 -0.29 -0.19
H 0.034215 -7.586321 -4.602878 0.07 0.30 0.07
O 2.407389 0.467714 -4.100809 -0.04 0.13 0.31
H 3.151883 0.242533 -3.522929 -0.19 -0.02 -0.30
H 1.665343 0.589717 -3.489688 0.06 -0.11 -0.09
O 4.546867 1.171753 -6.331782 -0.34 -0.25 0.14
H 4.001514 1.270901 -5.536998 0.15 0.01 -0.32
H 4.076234 0.507310 -6.857144 0.18 0.23 0.15
O 6.346867 2.298284 6.047809 -0.46 -0.23 0.16
H 5.801514 2.397432 6.842594 0.32 0.01 -0.18
H 5.876234 1.633841 5.522447 0.05 0.29 0.06
O 3.987157 -6.435207 -2.033672 0.24 -0.21 -0.22
H 4.950739 -6.537345 -2.033594 -0.31 0.01 0.04
H 3.686720 -7.049893 -2.719883 0.04 0.20 0.18
```
Positions in Å, forces in eV/Å.

- charge = +1
- calculated total energy (Ha) = -3860.69537
- HOMO level (eV) = -10.20

# 2
Molecular formula: C33H57ClN2O2SiSr
Method: DFT, wB97M-V/def2-TZVPD

Structure (XYZ):
```
97
Properties=species:S:1:pos:R:3:forces:R:3
O 0.866344 -1.674983 -1.139392 0.21 -0.57 -0.77
O 0.793549 -0.371208 -6.233842 -0.01 -0.15 -0.75
C 2.268129 -1.884359 -1.288953 -0.19 -0.34 -0.55
C 2.793938 -3.008611 -0.451313 0.43 -0.55 0.39
H 2.777716 -0.944251 -1.038068 -0.32 -0.03 0.05
H 2.403892 -2.049410 -2.352437 0.54 -0.12 -0.22
H 2.605694 -2.862726 0.620207 -0.07 0.03 -0.31
H 3.878220 -3.069669 -0.582240 -0.08 0.01 -0.02
H 2.381491 -3.982424 -0.739424 0.02 0.20 0.03
C -0.056502 -2.739082 -1.323131 0.27 -0.87 0.24
C -0.035152 -3.318461 -2.705643 -0.36 -0.12 -0.57
H -1.068104 -2.357469 -1.089709 0.57 0.05 0.01
H 0.185504 -3.496938 -0.574644 -0.22 -0.07 -0.07
H -0.471106 -2.619887 -3.428457 0.24 -0.06 -0.01
H -0.659285 -4.218168 -2.713517 0.10 0.07 -0.02
H 0.967689 -3.606349 -3.033384 -0.12 0.04 0.06
C -0.241447 0.252379 -7.031666 0.44 0.16 0.27
C 1.771561 -1.120982 -6.983122 -0.08 0.51 0.24
C -1.548751 -0.502093 -6.904771 -0.12 -0.27 0.03
H 0.065926 0.363856 -8.089375 0.02 -0.21 0.39
H -0.372876 1.276849 -6.643031 0.13 -0.34 -0.03
H -1.462836 -1.528425 -7.280547 0.00 0.21 0.06
H -2.338782 -0.000690 -7.468001 0.02 0.03 0.00
H -1.861495 -0.552592 -5.854994 0.11 0.05 -0.17
C 1.207760 -2.272293 -7.794443 -0.21 -0.16 -0.08
H 2.488458 -1.505488 -6.245297 -0.27 0.15 -0.04
H 2.334016 -0.425511 -7.631257 -0.18 -0.17 0.06
H 0.627087 -2.959383 -7.167989 0.10 0.16 -0.03
H 2.019658 -2.848601 -8.247450 -0.01 0.11 0.04
H 0.562151 -1.924818 -8.607856 0.08 -0.03 0.12
H 1.406415 1.593189 -4.370652 0.23 0.63 0.39
N -0.890345 -1.025351 1.662831 -0.62 0.54 -0.15
C -1.647163 -0.367944 2.531466 0.41 -1.43 -0.70
C -2.306987 0.816541 2.257312 -0.10 0.79 0.34
C -2.289833 1.640393 1.121805 -1.13 0.61 0.04
C -1.921208 -1.016113 3.845198 -0.40 -0.14 0.94
H -1.048669 -1.510048 4.286794 -0.09 0.03 -0.32
H -2.721897 -1.765977 3.747369 0.25 0.11 0.00
H -2.255034 -0.268683 4.565938 -0.08 -0.07 -0.04
C -3.190173 2.828284 1.090078 -0.90 0.64 0.34
H -3.832780 2.804389 0.197849 0.23 0.04 0.13
H -2.603941 3.757626 1.063523 -0.12 -0.28 -0.07
H -3.842663 2.880215 1.959235 0.00 -0.01 0.06
N -1.600421 1.459623 0.048751 0.04 -1.08 -1.16
C -0.522097 -2.358948 1.794043 -0.76 -0.25 1.86
C 0.648038 -2.719243 2.499547 -0.52 -0.49 -0.35
C 1.580760 -1.738666 3.122916 0.57 0.55 0.46
C 0.895476 -4.070539 2.702905 0.08 -0.59 -0.12
H 1.797998 -4.374234 3.235134 -0.16 0.11 -0.07
C 0.002717 -5.047346 2.279364 0.04 0.04 0.01
H 0.214465 -6.101377 2.457440 -0.06 0.25 -0.03
C -1.184923 -4.663781 1.664349 0.20 -0.54 -0.06
H -1.899748 -5.431943 1.370771 0.06 0.14 0.04
C -1.477800 -3.333238 1.423502 0.73 -0.15 0.16
C -2.796310 -3.000601 0.805438 -0.82 0.05 -0.47
C -1.774361 1.959457 -1.245241 -1.29 1.24 0.75
C -1.208627 3.204670 -1.595087 -0.28 -0.27 -0.64
C -0.265467 3.927080 -0.695063 0.59 0.30 0.50
C -1.552651 3.755544 -2.823686 -0.05 -0.13 -0.46
H -1.127904 4.715726 -3.117027 -0.07 -0.18 0.10
C -2.414003 3.096103 -3.696016 -0.01 0.13 0.03
H -2.664065 3.544914 -4.658043 0.04 -0.11 0.25
C -2.962345 1.869100 -3.335498 0.17 0.16 -0.39
H -3.644388 1.367935 -4.019149 0.07 0.03 0.11
C -2.658274 1.278107 -2.118798 0.41 0.57 -0.12
C -3.279362 -0.024750 -1.743196 -0.35 -0.68 0.31
Sr 0.167953 0.104684 -0.027505 2.26 2.04 0.77
H 2.553065 -1.710570 2.594372 -0.36 0.12 0.17
H 1.811169 -2.039393 4.162226 -0.09 0.01 -0.45
H 1.189840 -0.716483 3.175182 0.11 -0.20 -0.25
H -2.869768 -1.988971 0.385938 0.17 -0.17 0.34
H -3.620743 -3.119714 1.534983 0.35 0.13 -0.28
H -3.016879 -3.695919 -0.026958 0.07 0.16 0.38
H 0.287830 4.722244 -1.226084 -0.35 -0.33 0.08
H 0.485336 3.239180 -0.277223 -0.23 0.26 0.13
H -0.769305 4.404262 0.163706 0.21 -0.27 -0.28
H -3.767512 0.017536 -0.757303 0.23 -0.03 -0.21
H -2.519662 -0.829101 -1.698495 -0.32 0.25 0.05
H -4.048669 -0.347811 -2.467052 0.42 0.24 0.19
H -2.968762 1.128131 3.050432 0.09 0.33 0.07
C 1.468517 2.693522 -4.205336 -0.54 -0.30 0.08
Si 2.958123 3.509251 -4.967410 0.37 0.39 -0.26
H 0.571477 3.080920 -4.706392 0.09 0.08 0.14
H 1.371799 2.992136 -3.139716 0.05 -0.52 -0.49
C 4.479971 2.422111 -4.943523 0.22 -0.26 0.00
C 3.383452 5.092053 -4.061100 -0.04 0.15 0.22
C 2.594515 4.028060 -6.732683 -0.05 -0.10 -0.30
H 3.398077 4.668179 -7.124729 -0.16 -0.15 0.10
H 1.656783 4.598217 -6.790040 0.18 -0.11 0.01
H 2.505271 3.162216 -7.401994 -0.03 0.15 0.06
H 4.846168 2.269578 -3.918610 -0.09 0.00 -0.19
H 5.297564 2.881645 -5.518407 -0.20 -0.07 0.14
H 4.279303 1.435963 -5.383036 0.04 0.14 0.08
H 3.402435 4.932455 -2.975666 0.02 0.10 -0.14
H 2.649907 5.879660 -4.280176 0.12 -0.13 0.10
H 4.371776 5.464382 -4.364806 -0.21 -0.09 0.04
Cl 1.227992 1.712149 1.992050 0.29 -0.08 -0.31
```
Positions in Å, forces in eV/Å.

- charge = 0
- calculated total energy (Ha) = -2332.09471
- relative energy (zero: lowest compared OMol25 entry of this formula, charge and spin) (kcal per mole) = 37.9
- HOMO level (eV) = -7.24

# 3
Molecular formula: C4H7NO
Method: DFT, wB97M-V/def2-TZVPD

Structure (XYZ):
```
13
Properties=species:S:1:pos:R:3:forces:R:3
O 1.753574 -0.071568 1.018538 0.84 -0.09 0.96
C 1.292484 0.444968 -0.194637 -1.11 -1.57 0.37
C -0.059920 -0.898591 -0.526129 1.63 1.53 -0.47
C -1.353510 -0.514716 0.131021 1.29 0.54 1.85
C -1.678512 0.857896 -0.221084 -0.20 1.18 0.60
N -1.858472 1.979873 -0.442775 0.04 -1.01 0.01
H 1.793008 0.523348 1.778438 -0.11 0.27 -0.63
H 2.139354 0.523474 -0.954996 -1.29 -0.90 0.62
H 0.934532 1.514294 -0.095391 -0.49 -1.45 -0.17
H 0.032932 -2.017270 -0.357126 1.22 1.57 0.17
H -0.062485 -0.722255 -1.570734 -0.63 -0.17 -1.28
H -0.711726 -0.459357 1.686941 -2.40 -0.33 -3.70
H -2.221254 -1.160096 -0.252069 1.21 0.43 1.67
```
Positions in Å, forces in eV/Å.

- charge = 0
- calculated total energy (Ha) = -286.41975
- relative energy (zero: lowest compared OMol25 entry of this formula, charge and spin) (kcal per mole) = 133.0
- HOMO level (eV) = -9.85